Entry 1:
Molecular formula: C12H22Cl3N2O4SV
Method: DFT, the ωB97M-V functional and the def2-TZVPD basis

The value obtained for the total energy is -98047.0611 eV. Its spin multiplicity is 3. Its charge is +2. For the relative energy (zero: lowest compared OMol25 entry of this formula, charge and spin), the calculation gives 7.4 kcal per mole. The expectation value of S² is 2.013. Its frontier orbital gap (spin up / spin down) is 8.2 / 8.9 eV.

Last column: Mulliken spin population.
Positions of all 45 atoms, in Å:
C (-2.67603, 0.89756, -0.66993)  0.026
H (-0.27849, 3.60684, -1.24968)  0.000
O (0.02752, -1.88182, -0.29242)  0.008
H (-4.15599, 3.74295, -0.51125)  0.000
O (-1.69628, -2.11115, 3.43397)  -0.004
H (-0.63119, -3.70871, -1.03806)  0.001
C (-1.90371, 0.23236, 3.82780)  0.010
H (1.43315, 4.00814, -1.57958)  -0.001
H (-4.87096, 2.08972, -2.69170)  0.000
H (-1.79655, -2.76454, -0.08157)  -0.001
C (-0.75773, -3.07086, -0.16220)  0.002
H (-1.84684, 3.52587, 0.95390)  -0.001
C (-2.32248, 2.80481, 0.31426)  0.019
H (-4.67697, 0.37688, -2.27842)  0.000
S (1.25624, 2.56380, 0.30020)  -0.026
C (-3.47225, 2.91955, -0.39611)  0.004
Cl (-3.40536, 0.97527, 3.38035)  0.003
H (1.73015, -2.52092, -1.33259)  0.000
C (-4.80985, 1.37612, -1.87411)  -0.001
N (-3.67415, 1.70754, -1.01330)  0.000
H (3.00733, -0.53144, -0.34103)  0.000
Cl (-1.72807, -0.03256, 5.50334)  0.001
H (0.12454, 4.49818, 1.23056)  0.001
O (-1.39310, -0.73508, 1.68334)  -0.009
C (1.94966, -0.72381, -0.17443)  -0.009
N (-1.82330, 1.52948, 0.13751)  -0.071
H (2.76429, -1.49843, 2.34321)  0.000
H (1.23287, 3.70709, 2.38598)  0.001
C (1.09325, 4.02095, 1.35341)  0.004
V (-0.25247, 0.56316, 1.06118)  2.021
H (-5.73244, 1.40827, -1.29920)  0.000
C (0.73707, 3.22135, -1.29701)  0.005
C (2.55129, -0.44051, 2.19883)  0.012
C (-1.63403, -1.03342, 2.94403)  0.000
H (1.88646, 4.71472, 1.08416)  -0.001
C (1.42742, -2.11092, -0.36562)  0.000
H (2.14138, -0.02880, 3.11647)  -0.010
H (1.38231, -0.10025, -0.87759)  0.004
H (-2.59093, -0.12838, -0.99026)  0.004
H (1.76562, -2.78893, 0.42467)  0.000
Cl (-0.49448, 1.44428, 3.28757)  -0.009
O (1.55971, -0.28144, 1.16077)  0.010
H (0.79890, 2.41633, -2.02668)  0.000
H (3.45960, 0.09249, 1.92236)  0.003
H (-0.47521, -3.61954, 0.73797)  0.000

***

Entry 2:
Molecular formula: C12H22Cl8FNO2
Method: DFT, the ωB97M-V functional and the def2-TZVPD basis

The SMILES is COC[C@H]1NC(=O)C[C@H]1[C@H](C)F.ClCCl.ClCCl.ClCCl.ClCCl. The value obtained for the total energy is -121280.2314 eV. Its frontier orbital gap is 10.4 eV.

Last column: natural (NBO) charge in e.
Positions of all 46 atoms, in Å:
H (0.51384, -1.76155, -3.58441)  0.228
H (-1.09042, -3.92021, 3.34743)  0.234
H (2.49021, 2.11035, 0.83444)  0.222
H (3.58547, 4.37026, -2.03208)  0.233
H (-1.65029, -4.25743, -0.39589)  0.386
H (0.54181, -2.98086, 2.36583)  0.179
O (0.15447, -0.88887, 2.12848)  -0.567
H (0.99524, -2.22623, 0.75607)  0.211
F (-3.24394, -0.71689, 1.62761)  -0.383
C (4.18748, 5.24680, -1.79831)  -0.398
H (-5.17953, -2.94631, 3.35878)  0.220
Cl (3.54397, 6.63754, -2.68086)  -0.040
C (-1.19370, -2.66065, 0.85357)  -0.097
Cl (-1.47003, -1.76909, -2.31243)  -0.021
Cl (4.69050, 6.94279, -6.88084)  -0.023
C (-4.89622, -2.37005, 2.41309)  -0.657
Cl (2.36688, 8.65148, -7.31227)  -0.027
H (-3.03681, -1.68267, 3.51435)  0.181
Cl (0.68858, 3.62944, 0.90894)  -0.020
C (3.01104, 7.26106, -6.43066)  -0.397
H (4.13953, 5.45309, -0.73029)  0.221
H (0.01335, 0.09952, 3.95914)  0.200
C (-2.48122, -3.04762, 1.72569)  -0.252
C (1.58257, 2.25433, 0.25071)  -0.398
C (0.17114, -2.23659, 1.57983)  -0.090
O (-0.62200, -6.15659, 1.32300)  -0.532
H (-1.49024, -1.79820, 0.15889)  0.257
N (-0.86282, -4.00058, 0.23527)  -0.667
H (-2.71129, -4.91902, 3.00857)  0.248
C (0.09981, -1.12815, -2.80181)  -0.393
H (0.95860, 1.36363, 0.31282)  0.242
H (2.40970, 6.38419, -6.66440)  0.220
H (-5.58358, -1.45017, 2.38246)  0.237
Cl (1.21266, -1.09318, -1.43439)  -0.022
H (-0.10609, -1.73274, 4.08631)  0.170
Cl (2.02535, 2.52922, -1.44029)  -0.040
H (1.57443, -0.87370, 3.76850)  0.181
H (-5.15558, -3.00546, 1.50206)  0.213
C (-1.04230, -4.97760, 1.36619)  0.698
H (-0.02966, -0.11485, -3.17865)  0.228
H (2.96339, 7.46650, -5.36171)  0.225
C (0.44582, -0.88560, 3.54356)  -0.265
Cl (5.86706, 4.92642, -2.24677)  -0.025
H (-3.16701, -3.55316, 0.95848)  0.199
C (-1.87514, -4.26145, 2.57458)  -0.531
C (-3.34499, -1.91111, 2.44140)  0.209

***

Entry 3:
Molecular formula: C12H22Cl8MgO4
Method: DFT, the ωB97M-V functional and the def2-TZVPD basis

The value obtained for the total energy is -126619.5407 eV. For the relative energy (zero: lowest compared OMol25 entry of this formula, charge and spin), the calculation gives 0.0 kcal per mole. Its frontier orbital gap is 9.5 eV.

Last column: natural (NBO) charge in e.
Positions of all 47 atoms, in Å:
Cl (2.66416, -4.52257, -0.96492)  -0.062
Cl (5.44802, -2.21301, -2.01022)  -0.062
C (-2.78107, -2.40682, 2.80784)  0.779
C (0.70902, -4.23887, 0.91819)  -0.403
C (-0.33456, 2.85734, 1.49649)  -0.388
C (-0.39767, 0.16531, -1.82470)  -0.735
C (-1.24635, 4.66643, -2.74763)  -0.392
C (-1.05978, -0.61993, -0.72788)  0.775
H (5.04988, -0.98163, 0.06606)  0.229
O (-2.49259, -3.23297, 1.89141)  -0.860
C (-2.78101, -2.78881, 4.25042)  -0.731
H (-0.25583, -4.65958, 1.19837)  0.234
O (-1.16558, -1.87511, -0.71656)  -0.873
C (1.24530, -5.19727, -0.12484)  -0.385
H (3.04522, 0.35433, -0.91047)  0.222
H (-1.42974, 3.22556, 3.34583)  0.226
Cl (-2.15848, 5.38684, -1.39802)  -0.047
H (-0.87896, 3.39822, 0.72953)  0.228
Cl (5.16054, 1.22063, -1.58843)  -0.076
H (-0.69467, -0.12730, -2.83348)  0.249
H (0.47724, -5.39616, -0.87502)  0.219
O (-3.19465, -1.26642, 2.42429)  -0.805
H (1.43863, -6.18539, 0.29341)  0.221
Cl (-3.19830, 3.77538, -4.40269)  -0.064
H (-0.25419, 5.11432, -2.78132)  0.225
H (-1.15924, 3.58696, -2.68144)  0.220
Mg (-2.67891, -1.84356, 0.45026)  1.798
C (3.89438, -0.04122, -1.46092)  -0.380
Cl (1.38695, 2.79212, 1.02303)  -0.087
Cl (1.77596, -4.12887, 2.31661)  -0.056
C (4.49395, -1.29548, -0.80888)  -0.390
H (-2.36563, 5.98338, -4.05658)  0.227
H (-1.27105, 4.96863, -4.93951)  0.222
H (0.24057, 2.93946, 3.56041)  0.223
O (-1.69133, -0.02972, 0.20264)  -0.807
H (-0.63779, 1.81052, 1.48521)  0.246
H (-3.00750, -3.84251, 4.39127)  0.237
H (3.66190, -1.96561, -0.60661)  0.230
C (-0.46106, 3.43841, 2.89300)  -0.397
C (-1.93744, 4.98293, -4.07864)  -0.389
H (0.65250, -3.24815, 0.47908)  0.232
H (0.67962, -0.01834, -1.90371)  0.245
H (-3.56584, -2.24707, 4.78480)  0.240
H (3.64015, -0.23091, -2.50008)  0.222
Cl (-0.17277, 5.18736, 2.82823)  -0.053
H (-0.50696, 1.23659, -1.68617)  0.237
H (-1.88505, -2.48744, 4.79232)  0.251